This record from the Open Molecules 2025 dataset describes C33H23F9GaN2O2P as an isolated structure. The level of theory is ωB97M-V with the def2-TZVPD basis set.

- orbital gap (spin up / spin down) (eV) = 6.704 / 5.426
- LUMO (spin up / spin down) (eV) = -8.00 / -8.23
- E (hartree) = -4695.701653
- HOMO energy (spin up / spin down) (eV) = -14.704 / -13.661

Structure (ORCA input):
```
! wB97M-V def2-TZVPD RIJCOSX def2/J DEFGRID3
* xyz 2 1
Ga -0.26 0.13 -0.15
C -4.03 0.16 -2.49
C -4.42 -1.16 -2.18
C -3.51 -2.01 -1.64
C -2.11 -1.58 -1.43
N -1.78 -0.22 -1.77
C -2.71 0.57 -2.22
C -0.97 -2.38 0.73
C -1.30 -3.60 1.26
C -0.31 -4.27 1.95
C 0.95 -3.69 2.10
C 1.17 -2.44 1.57
N 0.20 -1.79 0.90
H -4.74 0.86 -2.91
H -5.44 -1.48 -2.35
H -3.77 -3.02 -1.35
H -2.41 1.60 -2.42
H -2.29 -4.02 1.11
H -0.52 -5.25 2.38
H 1.74 -4.20 2.64
H 2.10 -1.92 1.71
C -0.75 -2.24 -3.62
C -1.18 -2.60 -2.23
O -0.95 -3.65 -1.71
O -1.84 -1.55 0.04
H -1.27 -2.90 -4.32
H 0.31 -2.48 -3.72
H -0.93 -1.21 -3.89
F 6.33 5.68 -2.26
C 5.77 5.98 -1.09
F 6.74 6.03 -0.16
F 5.23 7.20 -1.18
C 4.72 4.97 -0.69
C 4.33 3.98 -1.57
C 3.34 3.08 -1.19
C 2.77 3.19 0.07
C 3.17 4.19 0.96
C 4.15 5.08 0.57
P 1.42 2.09 0.57
C -0.04 3.14 0.81
C -0.80 3.43 -0.33
C -1.90 4.26 -0.25
C -2.26 4.79 0.99
C -1.50 4.53 2.12
C -0.39 3.71 2.03
C -3.51 5.62 1.11
F -3.82 6.21 -0.06
F -3.39 6.57 2.04
F -4.54 4.83 1.46
C 1.84 1.33 2.14
C 0.82 0.84 2.96
C 1.13 0.09 4.09
C 2.46 -0.17 4.38
C 3.48 0.32 3.58
C 3.17 1.07 2.46
C 2.78 -1.00 5.60
F 2.74 -0.26 6.71
F 4.00 -1.55 5.51
F 1.89 -2.00 5.74
H 4.79 3.91 -2.55
H 3.04 2.30 -1.88
H 2.72 4.27 1.94
H 4.47 5.86 1.25
H -0.50 3.03 -1.30
H -2.48 4.52 -1.13
H -1.78 4.97 3.07
H 0.20 3.51 2.92
H -0.22 1.05 2.74
H 0.35 -0.28 4.73
H 4.51 0.12 3.83
H 3.97 1.45 1.82
*
```

***

This record from the Open Molecules 2025 dataset describes C53H47AuNO2P2SeSi as an isolated structure. The level of theory is ωB97M-V with the def2-TZVPD basis set.

- orbital gap (spin up / spin down) (eV) = 3.979 / 4.006
- LUMO (spin up / spin down) (eV) = -5.74 / -5.73
- E (hartree) = -5762.212503
- HOMO energy (spin up / spin down) (eV) = -9.719 / -9.738

Structure (ORCA input):
```
! wB97M-V def2-TZVPD RIJCOSX def2/J DEFGRID3
* xyz 1 1
Au 0.40 0.85 0.11
O 3.14 0.07 2.01
C 2.92 0.18 3.36
C 3.86 -0.22 4.30
C 3.53 -0.13 5.64
C 2.27 0.33 6.03
C 1.34 0.69 5.08
C 1.66 0.62 3.72
P 0.38 1.06 2.51
C -0.07 2.76 2.90
C 0.64 3.77 2.26
C 0.37 5.09 2.57
C -0.62 5.40 3.48
C -1.34 4.39 4.11
C -1.07 3.07 3.82
C -0.98 -0.04 2.90
C -2.28 0.32 2.55
C -3.32 -0.56 2.75
C -3.07 -1.82 3.27
C -1.77 -2.20 3.59
C -0.72 -1.32 3.40
C 4.12 0.79 1.38
C 5.17 1.44 2.00
C 6.12 2.07 1.19
C 6.01 2.05 -0.19
C 4.92 1.43 -0.79
C 3.96 0.82 0.00
P 2.45 0.08 -0.65
C 2.42 0.57 -2.37
C 2.36 1.94 -2.65
C 2.36 2.37 -3.97
C 2.42 1.44 -5.00
C 2.44 0.08 -4.72
C 2.42 -0.36 -3.40
C 2.61 -1.70 -0.51
C 1.62 -2.42 0.16
C 1.76 -3.79 0.31
C 2.87 -4.44 -0.21
C 3.86 -3.71 -0.87
C 3.73 -2.35 -1.02
H 4.81 -0.61 3.98
H 4.24 -0.44 6.39
H 2.02 0.40 7.08
H 0.36 1.04 5.38
H 1.40 3.53 1.53
H 0.92 5.88 2.08
H -0.85 6.44 3.71
H -2.12 4.63 4.82
H -1.63 2.28 4.31
H -2.47 1.30 2.12
H -4.33 -0.27 2.47
H -3.89 -2.51 3.42
H -1.57 -3.19 3.99
H 0.29 -1.62 3.65
H 5.27 1.46 3.07
H 6.95 2.58 1.66
H 6.77 2.52 -0.80
H 4.82 1.45 -1.87
H 2.32 2.67 -1.85
H 2.32 3.43 -4.19
H 2.43 1.78 -6.02
H 2.45 -0.64 -5.52
H 2.42 -1.42 -3.19
H 0.74 -1.91 0.52
H 0.99 -4.36 0.81
H 2.98 -5.51 -0.10
H 4.73 -4.22 -1.27
H 4.51 -1.78 -1.52
C -1.88 -3.40 -0.18
C -2.04 -2.88 -1.61
C -3.15 -3.67 -2.30
C -0.74 -3.13 -2.38
Si -2.26 -0.98 -1.54
O -1.05 -0.40 -0.65
C -3.88 -0.36 -0.80
C -3.85 0.91 -0.21
C -5.00 1.52 0.26
C -6.22 0.86 0.16
C -6.27 -0.40 -0.43
C -5.12 -0.99 -0.91
C -2.26 -0.36 -3.31
C -1.13 0.16 -3.91
C -1.14 0.57 -5.23
C -2.31 0.48 -5.98
C -3.45 -0.04 -5.40
C -3.42 -0.45 -4.07
H -1.70 -4.48 -0.19
H -2.78 -3.22 0.41
H -1.05 -2.92 0.33
H -2.82 -4.70 -2.46
H -3.39 -3.26 -3.29
H -4.06 -3.71 -1.70
H -0.45 -4.18 -2.31
H 0.09 -2.53 -1.99
H -0.86 -2.88 -3.44
H -2.90 1.43 -0.13
H -4.95 2.51 0.70
H -7.13 1.33 0.52
H -7.22 -0.91 -0.52
H -5.20 -1.96 -1.38
H -0.21 0.25 -3.34
H -0.25 0.99 -5.68
H -2.32 0.80 -7.01
H -4.37 -0.11 -5.97
H -4.33 -0.82 -3.63
Se -2.45 3.66 -2.57
C -1.48 3.03 -1.24
N -0.78 2.68 -0.34
*
```

***

This record from the Open Molecules 2025 dataset describes an isolated ion of composition C7H15N2O and charge +1 in a non-equilibrium geometry. The level of theory is ωB97M-V with the def2-TZVPD basis set.

- ΔE to the lowest compared entry with this formula, charge and spin (kJ/mol) = 322.2
- orbital gap (eV) = 10.989
- LUMO (eV) = -3.52
- E (hartree) = -460.150237
- SMILES = CCC[C@]1(O)N=CC[N@H+]1C
- HOMO energy (eV) = -14.508

Structure (ORCA input):
```
! wB97M-V def2-TZVPD RIJCOSX def2/J DEFGRID3
* xyz 1 1
C -1.03 -1.44 1.46
C -0.25 -0.47 2.28
C 0.34 -0.63 0.00
C -1.96 1.13 -2.45
C 2.26 -0.66 1.83
C -0.33 0.62 -0.54
C -1.07 0.05 -1.76
N -0.62 -1.63 0.27
N 1.01 -0.18 1.36
O 1.46 -1.08 -0.76
H -1.85 -2.03 1.86
H -0.62 0.52 2.59
H 0.09 -1.02 3.08
H -2.69 1.43 -1.76
H -2.44 0.74 -3.35
H -1.18 2.02 -2.60
H 2.79 -0.40 2.81
H 2.22 -1.80 1.83
H 3.02 -0.41 1.05
H -0.85 1.06 0.29
H 0.29 1.42 -0.88
H -0.36 -0.47 -2.52
H -1.69 -0.74 -1.36
H 1.15 0.85 1.30
H 1.52 -2.10 -0.70
*
```